This record from the OMol25 dataset describes a molecular structure, C3H6N2O2 in a non-equilibrium geometry. The level of theory is ωB97M-V with the def2-TZVPD basis set.

```
13
Properties=species:S:1:pos:R:3:forces:R:3:mulliken_charge:R:1
H 3.13888 -0.32815 0.36561 3.69 -1.89 0.18 0.2577
H -1.87359 -0.89768 -1.20707 -2.48 0.71 1.28 0.2938
O -0.94125 -1.32471 0.36570 1.24 0.99 -0.58 -0.3403
N 1.42318 -0.91275 -0.23722 -4.94 0.09 1.81 -0.4211
H -3.05354 -0.85493 0.44372 1.19 0.25 -0.90 0.2616
H 2.52257 0.87788 -0.81589 -0.40 -2.95 3.81 0.2426
C -2.11946 -0.54883 -0.11457 1.76 -1.98 -2.49 -0.2125
H 0.12382 1.13400 1.44652 -1.96 -0.31 -3.72 0.2598
C -0.31627 0.88111 0.22742 2.39 1.78 -0.14 0.0225
H 0.50605 1.57695 -0.60397 -3.46 -1.49 2.55 0.2139
N 2.32134 0.09841 0.18752 -3.36 5.31 -4.79 -0.5654
O -1.87444 0.81686 -0.05250 3.90 0.60 1.74 -0.3419
C 0.14270 -0.51816 -0.00526 2.43 -1.13 1.26 0.3293
```
Positions in Å, forces in eV/Å.

HOMO level ... -0.3315 Eh
ΔE to the lowest compared entry with this formula, charge and spin ... 178.1 kcal per mole
Multiplicity ... 1
Charge ... 0
LUMO ... 0.430 eV
Frontier orbital gap ... 9.5 eV
E ... -377.67545 hartree

***

This record from the OMol25 dataset describes a single C5H14N2 molecule in a non-equilibrium geometry. The level of theory is ωB97M-V with the def2-TZVPD basis set.

```
21
Properties=species:S:1:pos:R:3:forces:R:3:mulliken_charge:R:1
H 1.53747 -0.88423 -0.28585 -0.39 0.34 0.23 0.2540
H 0.91604 -0.82139 1.40335 0.24 0.14 -0.04 0.3518
H 1.16320 2.88794 0.38546 -0.31 0.20 -0.40 0.4296
H -1.39721 2.22548 -1.15021 -0.32 0.39 0.85 0.3608
C 0.64798 -1.02502 0.36524 -0.85 -0.34 -0.30 -0.4265
H -1.28760 3.23369 0.37767 0.22 -0.41 -0.36 0.3714
C 1.02060 1.86065 0.06130 0.28 -1.04 0.16 -1.2533
H -0.88394 -0.23758 -0.86053 0.23 0.08 -0.17 0.2924
H -0.72915 -2.42821 -1.45467 -0.60 -0.09 0.46 0.2289
H -2.43657 1.93387 0.29104 -0.08 -0.45 0.01 0.3643
N -0.09316 -3.07084 -0.99158 0.41 0.39 -0.98 -0.6139
H 1.82474 1.30632 0.55449 0.08 -0.05 -0.37 0.2993
H 0.65665 -3.03124 -1.67771 0.51 -0.34 0.37 0.2584
H -0.57380 -2.70984 0.94398 0.34 0.15 0.11 0.3577
H -0.55949 1.34733 1.51286 1.08 -0.43 0.49 0.1829
H 1.03802 1.68461 -1.02439 0.65 0.59 0.14 0.3175
C -1.43905 2.21719 -0.02489 0.55 -0.26 -1.62 -1.4941
C -0.30719 1.27028 0.45108 -2.22 0.65 1.13 0.4015
C 0.30382 -2.53035 0.30458 -1.07 0.73 0.25 -0.7568
N -0.53339 -0.14433 0.08368 1.11 -0.05 0.22 -0.3229
H 1.13203 -3.08434 0.73512 0.16 -0.22 -0.19 0.3971
```
Positions in Å, forces in eV/Å.

HOMO level ... -0.3255 Eh
ΔE to the lowest compared entry with this formula, charge and spin ... 23.2 kcal per mole
Multiplicity ... 1
Charge ... 0
LUMO ... 1.046 eV
Frontier orbital gap ... 9.9 eV
E ... -308.38614 hartree

***

This record from the OMol25 dataset describes a molecular structure, C28H39BrCrI2N2O2P2SeSi. The level of theory is ωB97M-V with the def2-TZVPD basis set.

```
79
Properties=species:S:1:pos:R:3:forces:R:3:mulliken_charge:R:1
C -0.03353 -3.55713 0.16765 0.01 0.05 0.05 0.2924
C -1.53712 1.10342 -2.51425 0.04 0.08 0.02 -1.2261
H 0.15220 4.26987 1.15600 -0.01 -0.02 0.01 0.4453
H 2.61025 -0.84914 -3.00357 0.01 0.00 -0.02 0.5560
C 2.55191 2.01737 -3.77175 0.01 0.01 0.00 -0.8910
H -2.00650 -0.87243 5.30104 -0.01 0.02 -0.02 0.4036
H 3.39297 -1.66763 1.60560 0.00 -0.07 0.04 0.4918
H 0.87665 -0.88961 -3.37312 -0.02 -0.01 0.00 0.4171
C 1.65467 2.08308 -2.71076 -0.03 0.01 -0.01 0.3586
C 0.96019 3.27105 -2.45370 0.03 -0.03 -0.01 0.4713
H -5.27797 -2.57570 0.08632 0.04 -0.02 0.00 0.5666
H -1.23515 2.67497 4.52276 0.01 0.00 -0.01 0.3389
C -5.02862 -0.17521 -0.67260 0.01 0.03 0.03 -1.1845
H -5.50528 -0.84724 -1.38797 0.00 0.02 -0.01 0.4518
P 1.38005 0.68545 -1.58746 -0.02 0.04 0.09 1.3458
I -4.70050 3.54878 0.76175 0.05 -0.06 0.01 -0.3453
Si -0.32059 0.41573 4.06578 -0.05 -0.06 -0.03 0.2175
C 2.75401 3.12494 -4.58106 0.00 0.01 0.00 -0.8271
C -3.31471 -1.76352 -0.24963 0.03 0.01 -0.02 -0.0668
C -3.74146 -4.05323 0.31952 0.03 0.02 0.00 -0.4634
C 1.91784 -4.42147 0.17296 -0.06 -0.09 -0.05 0.2376
H -0.38402 -1.48848 -1.20736 0.04 0.02 0.02 -0.1205
C 2.82085 0.67923 -0.48461 0.00 -0.05 0.01 -0.9776
H 1.53665 -1.70605 -1.92301 0.01 0.02 0.03 0.2586
H -1.11489 5.35716 -1.87654 -0.01 0.02 0.02 0.5210
C 1.61046 -0.82686 -2.57073 0.01 -0.03 -0.01 -1.6207
Se 0.09553 0.72701 1.80659 0.46 0.16 0.17 -0.3755
H -2.78294 0.08819 4.03962 0.01 -0.01 -0.02 0.3118
C 1.14978 -0.57965 4.62281 0.01 -0.02 0.04 -1.0483
C 2.07039 4.30459 -4.32540 0.01 0.00 -0.02 -0.8270
H 1.08976 5.14448 -0.08063 0.00 0.01 0.01 0.4485
C 4.24890 -4.77382 0.45805 0.00 0.00 0.00 -0.5126
H 5.12846 -5.39756 0.36867 -0.01 0.01 0.00 0.3981
C -2.39227 -4.34581 0.32768 0.00 -0.01 0.04 -0.8300
H -0.42637 2.00201 5.93845 0.00 0.00 -0.02 0.3791
H 1.17569 -1.55603 4.13311 0.01 0.03 0.00 0.2719
O -3.64072 -0.48727 -0.53879 -0.03 0.08 -0.11 0.1538
H 3.09568 1.10469 -3.98134 -0.01 0.00 0.01 0.3601
H 0.53468 2.66358 4.61022 -0.01 0.00 0.00 0.2719
H -2.02511 -5.33462 0.56129 -0.01 0.00 0.00 0.6197
C 3.29296 -2.64994 1.15855 0.02 -0.04 0.04 -0.7440
Cr -0.80799 1.02437 -0.58957 0.07 -0.08 -0.12 0.0827
C -1.50528 4.45230 -1.41292 0.00 0.04 0.01 -1.2959
C 4.37940 -3.49188 1.01826 0.01 0.00 0.00 -0.7711
H 0.65966 5.31056 -3.08151 0.00 -0.01 0.01 0.3294
C -1.48555 -3.32404 0.05726 0.08 -0.15 0.11 0.6065
O -1.02740 -1.08214 -0.61247 -0.49 0.17 -0.46 0.9761
C 0.77846 4.16015 0.27072 0.01 0.08 -0.03 -1.3238
H -1.92810 -1.40374 3.61671 -0.01 0.00 0.02 0.2543
H -5.07020 0.84757 -1.03376 0.00 0.00 0.00 0.2180
C -4.21622 -2.77234 0.05787 -0.01 -0.04 -0.01 -0.7675
I -2.37902 2.14395 1.46111 -0.32 0.02 -0.16 0.0617
Br -4.98531 -5.41582 0.70525 -0.02 -0.01 0.00 -0.1672
C 2.06621 -3.14282 0.72176 -0.09 0.11 -0.01 0.7608
H -2.00463 4.72661 -0.48338 0.00 -0.02 0.00 0.3776
H -5.53290 -0.23292 0.29337 0.00 -0.02 0.00 0.3965
H 2.82781 -0.25035 0.08692 -0.01 0.05 -0.07 -0.0237
C 3.02753 -5.25417 0.03084 0.02 0.00 0.00 -0.8323
H -0.91669 0.55066 -3.22378 -0.03 -0.03 -0.02 0.2560
H -1.72625 2.08202 -2.95498 0.00 -0.01 -0.01 0.4359
C -0.36790 2.09996 4.85057 -0.01 -0.01 0.07 -0.9839
H 2.08403 -0.05753 4.40839 -0.01 -0.02 0.00 0.3153
H 3.44488 3.06639 -5.41160 -0.01 0.00 0.01 0.4300
H -2.48544 0.57496 -2.40943 -0.09 -0.02 0.00 0.2662
C -1.91131 -0.52695 4.26739 -0.01 -0.02 0.04 -0.9328
H -2.24234 3.99564 -2.06932 0.02 -0.01 -0.02 0.3140
H 2.22764 5.16918 -4.95647 0.00 -0.01 0.01 0.4239
H 2.75478 1.50680 0.21894 0.01 0.03 -0.01 0.2570
P -0.16397 3.30011 -1.02160 0.06 -0.02 0.10 1.8423
H 1.65859 3.57993 0.54175 0.00 -0.01 0.00 0.3053
H 3.73967 0.75670 -1.06689 0.00 -0.01 0.00 0.5010
N 0.58602 -4.65087 -0.15873 0.11 0.01 -0.05 -0.7717
N 0.80277 -2.58070 0.67504 0.03 -0.27 0.12 0.5476
C 1.18120 4.37972 -3.26371 -0.01 0.00 0.00 -1.0773
H 1.10062 -0.75016 5.70220 -0.01 0.01 -0.03 0.4178
C -1.95789 -2.06905 -0.27089 0.07 0.00 0.29 0.6951
H 0.48529 -1.76593 1.18881 0.08 0.09 -0.08 -0.5613
H 2.92329 -6.24314 -0.39528 -0.01 0.02 0.01 0.4829
H 5.35374 -3.16020 1.35301 -0.01 -0.01 0.00 0.4265
```
Positions in Å, forces in eV/Å.

HOMO level (spin up / spin down) ... -0.3968 / -0.3969 Eh
Multiplicity ... 4
Charge ... +1
<S²> ... 3.854
LUMO (spin up / spin down) ... -3.806 / -3.655 eV
Frontier orbital gap (spin up / spin down) ... 7.0 / 7.1 eV
E ... -8937.78260 hartree

***

This record from the OMol25 dataset describes 2 unconnected molecules or ions with the total composition C6H13N3O in a non-equilibrium geometry. The level of theory is ωB97M-V with the def2-TZVPD basis set.

```
23
Properties=species:S:1:pos:R:3:forces:R:3:mulliken_charge:R:1
C 0.96044 0.57210 -0.63965 -2.79 -0.27 -0.53 -0.0195
N 1.20062 -0.75800 -0.22282 1.13 0.11 0.26 0.1069
N 1.93552 1.96473 0.51509 -0.36 -0.27 2.05 -0.7039
C -3.83337 -0.21316 0.20884 -1.29 1.17 -0.55 -0.8140
H 3.18929 -0.66319 -1.22021 -1.41 -1.41 1.96 0.2918
H 1.35171 2.05750 1.35690 0.27 -0.25 -0.14 0.3315
C -0.37105 0.99377 -0.75355 -3.03 -0.97 1.59 -0.6527
H -1.91805 -1.75390 0.70995 3.12 1.18 -1.21 0.3911
H -3.55390 -1.08219 -0.25546 -0.53 -2.78 -1.11 0.3988
H 1.60725 0.98215 -1.35053 1.06 -0.17 -0.87 0.4087
H -0.60755 2.01840 -1.20305 0.16 -1.83 0.71 0.3893
H 2.76906 -2.21244 -0.22352 0.09 -1.48 -0.17 0.3833
H 0.26444 -2.61312 0.28060 1.25 -0.53 0.70 0.3663
H 3.19400 -0.67801 0.71316 -1.38 -1.38 -2.57 0.3199
H -3.92009 -0.32418 1.25208 -0.35 -0.04 1.31 0.3864
H 2.85945 1.70045 0.84431 0.19 0.23 -0.02 0.2869
C 0.25681 -1.54399 0.24341 -3.04 1.04 -1.40 0.0815
H 1.97207 2.91870 0.19439 0.25 0.41 -0.74 0.3183
N -1.07694 -1.14026 0.27907 -1.97 0.17 1.11 -0.1499
O -2.67335 0.57333 -0.06938 -0.68 2.01 -0.14 -0.2464
C -1.50907 0.14389 -0.12122 6.31 1.27 -1.82 0.6671
H -4.76213 0.23061 -0.25700 1.40 -0.25 0.52 0.2619
C 2.66485 -1.17319 -0.28141 1.58 4.05 1.04 -0.8034
```
Positions in Å, forces in eV/Å.

HOMO level ... -0.6264 Eh
ΔE to the lowest compared entry with this formula, charge and spin ... 69.6 kcal per mole
Multiplicity ... 1
Charge ... +2
LUMO ... -8.723 eV
Frontier orbital gap ... 8.3 eV
E ... -475.19731 hartree